Entry 1:
# C6H6NO4

A molecular structure, C6H6NO4 at a distorted geometry (the ωB97M-V functional and the def2-TZVPD basis, OMol25).

CARTESIAN COORDINATES (ANGSTROEM)
1 C -1.5718 0.4605 1.2557
2 C -1.0471 -1.0528 0.9851
3 C 0.3862 0.2609 1.9640
4 C -0.7848 0.9098 0.0501
5 C 0.1302 -0.2494 0.5374
6 C 1.1305 -0.9882 -0.2697
7 N -1.7369 -1.7901 0.1793
8 O -0.7713 0.8753 2.3233
9 O 1.3217 0.1538 2.6505
10 O -3.0108 -1.7887 0.2529
11 O -1.2068 -2.6987 -0.4895
12 H -2.5761 0.7280 1.3602
13 H -1.1550 0.5469 -0.8975
14 H -0.5306 2.0676 0.0231
15 H 2.0523 -1.0669 0.3534
16 H 1.7095 -0.4596 -1.1244
17 H 0.6686 -1.9984 -0.5890

Summary:
- total energy (eV) = -15995.1890
- total charge = -1
- lowest unoccupied orbital energy (Eh) = 0.1378
- HOMO level (eV) = -3.917
- Kohn-Sham gap (eV) = 7.666
- energy relative to the best compared isomer or geometry (same formula, charge and spin) (kJ/mol) = 644.47

Atomic partial charges in e from the Löwdin method, atoms 1 to 5: atom 1 (C): -0.227, atom 2 (C): -0.110, atom 3 (C): -0.475, atom 4 (C): -0.030, atom 5 (C): -0.377

Entry 2:
# C4H3Na2O2

A molecular structure, C4H3Na2O2 at a distorted geometry (the ωB97M-V functional and the def2-TZVPD basis, OMol25).

CARTESIAN COORDINATES (ANGSTROEM)
1 O 1.1057 -0.1128 -0.3541
2 C 2.9965 -0.4909 0.4517
3 C 1.7416 -0.6017 0.6222
4 Na 0.2285 2.2355 -0.4216
5 Na -0.4718 -2.0637 -0.7916
6 H 4.0744 -0.5392 0.5185
7 C -2.4965 -0.6633 -0.4332
8 C -2.0036 0.1829 0.2795
9 O -1.3964 1.1293 0.9229
10 H -3.0930 -1.3176 -1.0519
11 H -1.4768 1.0495 1.8870

Summary:
- total energy (eV) = -17102.7320
- 2S+1 = 2
- total charge = +2
- lowest unoccupied orbital energy (spin up / spin down) (Eh) = -0.3353 / -0.3594
- HOMO level (spin up / spin down) (eV) = -18.075 / -17.757
- Kohn-Sham gap (spin up / spin down) (eV) = 8.952 / 7.976
- energy relative to the best compared isomer or geometry (same formula, charge and spin) (kJ/mol) = 0.00

Atomic partial charges in e from the Löwdin method, atoms 1 to 5: atom 1 (O): -0.072, atom 2 (C): 0.330, atom 3 (C): -0.179, atom 4 (Na): 0.837, atom 5 (Na): 0.758

Entry 3:
# C4H8N3S

2 unconnected molecules or ions with the total composition C4H8N3S at a distorted geometry (the ωB97M-V functional and the def2-TZVPD basis, OMol25).

CARTESIAN COORDINATES (ANGSTROEM)
1 C 0.7130 -1.6124 0.0508
2 C 1.9420 -0.0536 -1.1991
3 C -0.2608 0.5101 -0.1394
4 C -2.2757 0.7870 1.6600
5 N -0.2135 -0.7911 0.3380
6 N 1.6855 -1.3149 -0.8906
7 N 0.9942 0.8350 -1.0100
8 S -0.7336 1.6626 1.0894
9 H 0.7258 -2.5467 0.5496
10 H 2.9028 0.2363 -1.6410
11 H -1.5511 0.2015 -1.7093
12 H -2.0648 0.0102 2.2691
13 H -2.6461 0.4741 0.6167
14 H -2.8248 1.7070 2.0642
15 H 2.5052 -1.9728 -0.9283
16 H 1.1020 1.8678 -1.1201

Summary:
- total energy (eV) = -19572.0609
- total charge = +1
- lowest unoccupied orbital energy (spin up / spin down) (Eh) = -0.1728 / -0.1735
- HOMO level (spin up / spin down) (eV) = -12.202 / -12.630
- Kohn-Sham gap (spin up / spin down) (eV) = 7.501 / 7.908
- energy relative to the best compared isomer or geometry (same formula, charge and spin) (kJ/mol) = 501.11

Atomic partial charges in e from the Löwdin method, atoms 1 to 5: atom 1 (C): -0.113, atom 2 (C): -0.055, atom 3 (C): -0.679, atom 4 (C): -0.296, atom 5 (N): 0.034

Entry 4:
# C29H28FMgNO5S

A molecular structure, C29H28FMgNO5S (the ωB97M-V functional and the def2-TZVPD basis, OMol25).

CARTESIAN COORDINATES (ANGSTROEM)
1 Mg -1.1647 0.3762 -1.5055
2 C 0.7366 5.4480 3.3048
3 C -0.1850 4.4221 3.9441
4 C 0.4211 3.8619 5.2220
5 C -0.5521 2.9100 5.8922
6 C -0.9833 1.8407 4.9289
7 C -1.4070 0.6125 5.3785
8 C -1.7986 -0.3704 4.4739
9 F -2.2062 -1.5547 4.9689
10 C -1.7711 -0.1678 3.1268
11 C -1.3341 1.0743 2.6418
12 C -1.3051 1.2803 1.1916
13 O -1.6602 0.3249 0.4504
14 C -0.8436 2.5501 0.7537
15 C -0.4755 3.4685 1.7014
16 N -0.5076 3.2971 3.0291
17 C -0.9445 2.0774 3.5379
18 C -0.6866 3.0434 -0.6956
19 O -0.0656 4.0867 -0.8470
20 O -1.2373 2.3364 -1.6027
21 H 1.0435 6.1553 4.0747
22 H 0.2577 6.0195 2.5126
23 H 1.6317 4.9742 2.8997
24 H -1.1372 4.9021 4.1970
25 H 0.6626 4.6950 5.8826
26 H 1.3583 3.3516 4.9815
27 H -1.4285 3.4702 6.2338
28 H -0.1109 2.4498 6.7769
29 H -1.4359 0.3938 6.4386
30 H -2.0747 -0.9329 2.4274
31 H -0.1198 4.4153 1.3255
32 O 0.8123 -0.1724 -1.4629
33 S 1.2360 -0.8378 -2.7697
34 C 2.9840 -1.1221 -2.5430
35 C 3.7557 -1.3513 -3.6702
36 C 5.1115 -1.6028 -3.5151
37 C 5.6750 -1.6056 -2.2479
38 C 4.8899 -1.3533 -1.1299
39 C 3.5331 -1.1098 -1.2709
40 C 0.6707 -2.5307 -2.6492
41 C 0.5329 -3.2564 -3.8177
42 C 0.1067 -4.5739 -3.7364
43 C -0.1844 -5.1343 -2.5010
44 C -0.0502 -4.3833 -1.3405
45 C 0.3838 -3.0689 -1.4078
46 H 3.3100 -1.3275 -4.6571
47 H 5.7279 -1.7839 -4.3854
48 H 6.7335 -1.7967 -2.1305
49 H 5.3388 -1.3432 -0.1455
50 H 2.9021 -0.8958 -0.4189
51 H 0.7221 -2.7983 -4.7805
52 H -0.0188 -5.1558 -4.6397
53 H -0.5295 -6.1582 -2.4437
54 H -0.2949 -4.8194 -0.3811
55 H 0.4752 -2.4594 -0.5181
56 C -3.5252 -2.4395 -2.4954
57 C -3.0569 -1.2553 -3.3378
58 C -2.8671 -1.6781 -4.7927
59 O -1.8743 -0.7337 -2.8381
60 H -4.4707 -2.8525 -2.8565
61 H -3.6582 -2.1361 -1.4546
62 H -2.7691 -3.2298 -2.5227
63 H -3.8551 -0.4928 -3.3195
64 H -2.0993 -2.4542 -4.8489
65 H -2.5361 -0.8260 -5.3879
66 H -3.7879 -2.0728 -5.2292

Summary:
- total energy (eV) = -61257.2197
- total charge = 0
- lowest unoccupied orbital energy (Eh) = -0.0028
- HOMO level (eV) = -8.086
- Kohn-Sham gap (eV) = 8.010
- energy relative to the best compared isomer or geometry (same formula, charge and spin) (kJ/mol) = 21.59

Atomic partial charges in e from the Löwdin method, atoms 1 to 5: atom 1 (Mg): 0.690, atom 2 (C): -0.043, atom 3 (C): -0.299, atom 4 (C): -0.148, atom 5 (C): -0.130

Entry 5:
# C9H13ClN3

A gas-phase ion, C9H13ClN3 (charge +1) at a distorted geometry (the ωB97M-V functional and the def2-TZVPD basis, OMol25).

CARTESIAN COORDINATES (ANGSTROEM)
1 Cl -2.2260 2.5760 -1.3092
2 C -1.0093 1.8628 -2.5502
3 N 0.2710 1.9840 -1.9444
4 C 0.3874 1.1146 -0.7961
5 N -0.8112 0.1109 -1.1351
6 C -0.4685 -1.2865 -0.7539
7 C 0.1395 -1.4089 0.5622
8 C 1.5013 -1.5252 0.7929
9 C 2.0807 -1.2957 2.0629
10 C 1.3056 -0.6599 3.0135
11 C -0.0470 -0.4602 2.8168
12 C -0.6175 -0.8584 1.6415
13 N -1.1787 0.4517 -2.4784
14 H -1.1975 2.3340 -3.5272
15 H 0.5860 2.9174 -1.7900
16 H 1.3443 0.5999 -0.8195
17 H 0.0442 1.4613 0.2158
18 H -1.5419 0.3966 -0.5014
19 H 0.2942 -1.5911 -1.6018
20 H -1.4339 -1.9551 -0.8654
21 H 2.1696 -1.9622 0.1216
22 H 3.1287 -1.4917 2.1907
23 H 1.8781 -0.3516 3.8459
24 H -0.7108 -0.0191 3.5200
25 H -1.7814 -0.9486 1.7938
26 H -2.1069 0.0050 -2.5050

Summary:
- total energy (eV) = -26527.7302
- total charge = +1
- lowest unoccupied orbital energy (Eh) = -0.1037
- HOMO level (eV) = -13.134
- Kohn-Sham gap (eV) = 10.313
- energy relative to the best compared isomer or geometry (same formula, charge and spin) (kJ/mol) = 170.20
- SMILES = Cl[C@H]1NC[N@H+](Cc2ccccc2)N1

Atomic partial charges in e from the Löwdin method, atoms 1 to 5: atom 1 (Cl): 0.588, atom 2 (C): -0.561, atom 3 (N): -0.030, atom 4 (C): -0.055, atom 5 (N): -0.120

Entry 6:
# C23H54ClFI2N10O4P2

A molecular structure, C23H54ClFI2N10O4P2 at a distorted geometry (the ωB97M-V functional and the def2-TZVPD basis, OMol25).

CARTESIAN COORDINATES (ANGSTROEM)
1 C -2.6353 5.9308 -1.8299
2 C -3.0629 6.2978 -0.4055
3 I -5.2257 6.2541 -0.3997
4 C -2.4163 5.3854 0.6600
5 I -3.4704 5.6569 2.5410
6 C -0.9238 5.7400 0.9615
7 C -0.2765 6.7948 0.0285
8 O -0.4071 7.9750 0.1238
9 N 0.4720 6.1427 -0.9417
10 C 0.3529 4.7140 -0.6862
11 C 1.4046 3.8172 -1.3435
12 C 0.7679 2.5672 -1.8733
13 O -0.0358 2.5278 -2.7139
14 F 1.2294 1.4324 -1.3200
15 C 0.1393 4.6064 0.8608
16 Cl 1.6857 5.2389 1.5390
17 C -0.1190 3.1522 1.2273
18 C -0.4624 2.7803 2.7006
19 N -1.8962 2.6193 2.8427
20 N 0.1680 1.4835 3.0435
21 N 0.0603 3.7333 3.6730
22 H -1.6628 6.3734 -2.0518
23 H -2.5750 4.8514 -1.9806
24 H -3.3244 6.3810 -2.5424
25 H -2.8130 7.3312 -0.1704
26 H -2.5708 4.3480 0.3631
27 H -0.8876 6.2098 1.9416
28 H 1.4037 6.5169 -1.0742
29 H -0.5940 4.4250 -1.1544
30 H 1.8873 4.3203 -2.1857
31 H 2.2064 3.5700 -0.6432
32 H -0.9118 2.7300 0.6003
33 H 0.8049 2.6212 0.9898
34 H -2.2499 1.9957 2.1224
35 H -2.0677 2.1725 3.7385
36 H 0.0066 0.7973 2.3118
37 H 1.1624 1.6028 3.2103
38 H 0.4486 3.1946 4.4417
39 H -0.7248 4.2310 4.0866
40 O -1.6812 -0.3595 1.0573
41 P -2.3070 -1.3620 0.1425
42 N -2.9065 -0.3572 -1.0969
43 C -4.2831 -0.2372 -1.5242
44 C -1.9539 0.6042 -1.6246
45 N -3.5010 -2.0206 1.1500
46 C -4.8635 -2.3057 0.7424
47 C -3.4343 -1.6775 2.5687
48 N -2.2599 -2.7771 -0.8264
49 C -1.6276 -3.9331 -0.1395
50 C -1.5918 -2.6493 -2.1396
51 H -4.7340 -1.2101 -1.7325
52 H -4.3310 0.3152 -2.4631
53 H -4.9090 0.2897 -0.7948
54 H -1.3005 0.1898 -2.4013
55 H -1.3132 0.9686 -0.8219
56 H -2.4615 1.4687 -2.0529
57 H -5.4885 -1.4058 0.7249
58 H -5.3162 -3.0093 1.4451
59 H -4.8972 -2.7865 -0.2338
60 H -3.8442 -0.6822 2.7789
61 H -2.4119 -1.7056 2.9329
62 H -4.0043 -2.4129 3.1400
63 H -0.5620 -3.7685 0.0517
64 H -1.7330 -4.8232 -0.7589
65 H -2.1250 -4.1252 0.8085
66 H -0.5749 -2.2527 -2.0674
67 H -2.1724 -2.0118 -2.8016
68 H -1.5406 -3.6337 -2.6033
69 O 4.1557 -5.0391 1.5805
70 P 3.9144 -4.6215 0.1844
71 N 5.3163 -3.8161 -0.3202
72 C 5.3789 -2.4761 -0.8652
73 C 6.5854 -4.4536 0.0010
74 N 2.5689 -3.5883 0.3344
75 C 2.3599 -2.3796 -0.4324
76 C 1.9594 -3.4841 1.6580
77 N 3.4034 -5.1927 -1.3393
78 C 2.2147 -6.0702 -1.2561
79 C 4.4242 -5.8989 -2.1382
80 H 4.6708 -2.3323 -1.6830
81 H 6.3640 -2.2992 -1.2973
82 H 5.2026 -1.7036 -0.1087
83 H 6.8642 -5.2145 -0.7400
84 H 6.5463 -4.9409 0.9762
85 H 7.3881 -3.7184 0.0384
86 H 2.9387 -1.5314 -0.0485
87 H 1.3033 -2.0982 -0.3906
88 H 2.5877 -2.5162 -1.4891
89 H 2.5118 -2.8128 2.3256
90 H 1.8938 -4.4566 2.1356
91 H 0.9407 -3.1003 1.5538
92 H 2.4270 -7.0079 -0.7329
93 H 1.8689 -6.3069 -2.2621
94 H 1.4070 -5.5593 -0.7364
95 H 4.8934 -6.7289 -1.6011
96 H 5.1984 -5.2065 -2.4620
97 H 3.9548 -6.2979 -3.0366

Summary:
- total energy (eV) = -97838.3101
- total charge = 0
- lowest unoccupied orbital energy (Eh) = 0.0080
- HOMO level (eV) = -8.300
- Kohn-Sham gap (eV) = 8.518

Atomic partial charges in e from the Löwdin method, atoms 1 to 5: atom 1 (C): -0.172, atom 2 (C): -0.820, atom 3 (I): 0.775, atom 4 (C): -0.675, atom 5 (I): 0.833